The following is a quantum chemistry calculation of a cluster of 6 separate species, C24H50F2N2O17S in total in a non-equilibrium geometry, from the Open Molecules 2025 dataset.

SMILES string: C[C@H](F)CN(CN)S(=O)(=O)F.CCOC(=O)OC.CCOC(=O)OC.CCOC(=O)OC.CCOC(=O)OC.CCOC(=O)OC
E, eV: -79752.84071
Gap between HOMO and LUMO, eV: 8.995
LUMO, eV: -1.1401
HOMO energy, eV: -10.135

ORCA input file:
```
! RIJCOSX wB97M-V def2-TZVPD def2/J DEFGRID3
* xyz 0 1
C -2.8465 5.4817 1.4454
C -3.4432 4.5701 0.2211
F -3.0763 5.1539 -1.1228
C -5.0374 4.2066 0.3332
N -5.9051 5.2885 0.9372
C -5.9790 6.5307 0.0776
N -5.7514 7.7441 0.9969
S -7.4874 4.5980 1.2539
O -7.8587 3.6699 0.0427
O -8.6251 5.6501 1.3795
F -7.5136 3.6149 2.6763
H -3.3855 6.5371 1.5707
H -1.7080 5.7523 1.2085
H -2.8039 4.9161 2.4937
H -2.8604 3.5299 0.2597
H -5.1844 3.2321 1.0060
H -5.3800 3.8743 -0.7612
H -7.0424 6.7137 -0.4185
H -5.2012 6.5571 -0.8120
H -4.7754 8.0588 0.7590
H -5.7543 7.3416 1.9639
C -2.9811 -0.7665 4.5904
C -3.4519 -1.5446 3.3714
O -4.8813 -1.5548 3.2811
C -5.4491 -0.3990 2.8593
O -4.8607 0.6237 2.5465
O -6.7975 -0.5639 2.8652
C -7.5239 0.6202 2.5440
H -3.4518 -1.1560 5.4978
H -1.8934 -0.8328 4.6940
H -3.2534 0.2894 4.5185
H -3.1323 -2.5877 3.4658
H -3.0095 -1.1553 2.4450
H -7.1951 1.0402 1.5886
H -7.4130 1.3540 3.3478
H -8.5820 0.3573 2.4586
C 4.1604 -3.4133 3.4526
C 2.7332 -3.3793 2.9283
O 1.8800 -2.6189 3.7917
C 2.0219 -1.2733 3.7172
O 2.7890 -0.6664 2.9870
O 1.1752 -0.7087 4.6170
C 1.3033 0.7077 4.7182
H 4.1805 -3.7787 4.4834
H 4.7848 -4.0620 2.8301
H 4.6060 -2.4154 3.4597
H 2.3345 -4.3989 2.9059
H 2.6864 -2.9931 1.9017
H 1.1952 1.1865 3.7403
H 2.2667 0.9626 5.1695
H 0.5068 1.0753 5.3713
C 0.4177 11.8912 0.4231
C -0.0688 10.8327 1.4008
O -0.9159 9.8766 0.7530
C -0.2831 8.9716 -0.0324
O 0.9201 8.8957 -0.2230
O -1.2239 8.1697 -0.5956
C -0.6971 7.2364 -1.5360
H -0.4298 12.3627 -0.0829
H 0.9972 12.6601 0.9437
H 1.0501 11.4550 -0.3542
H -0.6699 11.3128 2.1800
H 0.7671 10.3292 1.9039
H 0.1013 6.6341 -1.0921
H -0.3352 7.7658 -2.4223
H -1.5061 6.5659 -1.8392
C 6.4104 -6.3245 -1.5111
C 5.5269 -5.3130 -2.2247
O 4.2599 -5.8832 -2.5727
C 3.3872 -6.0389 -1.5478
O 3.5789 -5.7326 -0.3819
O 2.2608 -6.6202 -2.0366
C 1.2975 -6.9411 -1.0356
H 6.5146 -7.2325 -2.1123
H 7.4031 -5.9041 -1.3219
H 5.9786 -6.6247 -0.5531
H 6.0082 -5.0135 -3.1615
H 5.3891 -4.4015 -1.6283
H 1.0434 -6.0633 -0.4339
H 1.6751 -7.7488 -0.4016
H 0.3900 -7.2895 -1.5365
C 4.8797 -11.0781 -6.7612
C 5.7639 -10.2983 -7.7221
O 5.4452 -8.9020 -7.7053
C 5.8830 -8.2151 -6.6224
O 6.5201 -8.6705 -5.6862
O 5.4697 -6.9267 -6.7439
C 5.7728 -6.1154 -5.6113
H 3.8236 -10.8905 -6.9756
H 5.0764 -12.1519 -6.8409
H 5.0531 -10.7753 -5.7255
H 5.5848 -10.6525 -8.7426
H 6.8299 -10.4534 -7.5103
H 6.8396 -6.1527 -5.3709
H 5.1716 -6.4337 -4.7544
H 5.5105 -5.0818 -5.8536
*
```

Atom charges from the Löwdin analysis, given in e for atoms 1 to 5: C -0.07; C -0.23; F -0.13; C -0.18; N -0.25